No. 1
{"formula": "C4H14F2InNO8S2", "method": "the ωB97M-V functional and the def2-TZVPD basis", "homo_energy_ha": -0.386, "lumo_energy_ev": -5.5, "energy_ev": -54515.732, "orbital_gap_ev": 5.0, "elements": ["O", "F", "H", "C", "O", "H", "O", "S", "H", "F", "H", "H", "In", "H", "H", "C", "H", "H", "H", "O", "H", "O", "C", "H", "S", "N", "H", "O", "O", "O", "C", "H"], "positions_angstrom": [[8.344681, 6.637436, -23.813676], [9.653810, 5.990495, -28.129294], [4.147040, 0.146251, -26.745216], [4.886554, -0.575144, -26.392580], [10.962053, 7.235595, -26.656508], [9.684438, -2.541523, -25.298469], [9.233880, 1.303789, -28.321382], [9.649823, 6.685748, -26.669757], [10.778387, -0.076022, -23.780125], [9.441160, 4.549667, -23.651791], [11.723369, -1.021636, -24.857455], [8.635047, 0.669780, -28.742840], [9.044117, 2.637295, -26.024125], [4.620212, -1.437176, -27.012312], [8.929972, -1.772147, -23.903660], [6.328900, -0.233860, -26.750665], [10.457813, -2.625699, -23.759497], [6.598404, 0.510548, -24.973328], [8.677300, 1.017915, -22.763380], [8.540456, 7.576504, -26.710373], [10.367501, -0.559898, -26.565763], [6.813346, 0.784918, -25.871375], [10.692470, -0.698988, -24.668704], [6.924987, -1.140725, -26.628337], [9.503689, 6.010768, -24.334126], [9.428408, 5.348384, -25.876041], [4.733891, -0.747424, -25.328614], [10.788094, 6.445950, -23.919833], [10.260654, 0.029543, -25.812933], [8.444311, 1.594585, -23.504783], [9.884127, -1.952356, -24.400220], [6.351457, 0.155852, -27.765817]], "atomic_forces_ev_per_a": [[-0.210, 0.259, -0.974], [-0.451, -0.130, 0.583], [0.335, 0.504, 0.308], [-0.325, -0.148, -1.186], [-0.085, -0.176, 0.952], [0.047, 0.235, -0.178], [0.806, 1.461, 1.502], [0.877, 1.662, -6.179], [-0.498, 0.400, -0.253], [-0.234, -0.245, -0.334], [0.045, 0.051, -0.034], [-0.653, 0.283, 0.703], [-0.377, -2.492, 0.111], [0.012, -0.413, 0.544], [-0.018, 0.178, -0.096], [-0.867, 0.197, 0.763], [0.022, 0.129, 0.131], [0.357, 0.273, 0.202], [1.031, -0.061, -0.497], [-0.109, -0.377, 0.675], [-0.113, 0.330, -0.295], [0.388, 0.511, -0.340], [0.957, -0.902, -0.078], [0.261, 0.112, -0.287], [0.193, -2.991, 3.347], [-0.261, -0.238, 2.497], [0.051, -0.273, -0.042], [0.021, 0.462, -0.799], [-0.343, 0.632, 0.508], [-0.946, 1.168, -1.541], [-0.257, -0.333, 0.296], [0.347, -0.069, -0.009]], "mulliken_charge": [-0.526, -0.307, 0.303, -1.229, -0.525, 0.315, -0.606, 0.977, 0.322, -0.272, 0.281, 0.236, 1.487, 0.349, 0.202, -0.177, 0.369, 0.208, 0.184, -0.542, 0.232, -0.289, -0.272, 0.211, 1.052, -0.226, 0.400, -0.528, -0.312, -0.552, -1.038, 0.275]}

No. 2
{"formula": "C20H51NO9P2S3", "method": "the ωB97M-V functional and the def2-TZVPD basis", "homo_energy_ha": -0.306, "lumo_energy_ev": 0.5, "energy_ev": -92567.043, "smiles": "CCCCCCCCP(CN)#P(C)C.CCOS(C)(=O)=O.CCOS(C)(=O)=O.CCOS(C)(=O)=O", "orbital_gap_ev": 8.8, "elements": ["H", "H", "H", "H", "H", "H", "H", "H", "C", "H", "C", "H", "H", "H", "S", "H", "C", "H", "H", "H", "H", "H", "H", "H", "C", "N", "H", "H", "O", "H", "O", "C", "H", "C", "H", "H", "O", "H", "H", "H", "C", "H", "H", "H", "H", "O", "H", "H", "H", "H", "C", "C", "C", "C", "H", "S", "H", "C", "O", "S", "C", "H", "H", "C", "O", "H", "C", "H", "P", "C", "H", "H", "P", "C", "H", "H", "H", "O", "O", "H", "O", "H", "C", "H", "C", "C"], "positions_angstrom": [[0.345612, 5.031099, -2.074352], [0.914582, 7.353588, -7.651671], [-5.498049, -0.768121, 4.924131], [6.228756, -1.145263, -0.919769], [-1.735814, -1.573048, -0.961280], [-0.577995, -0.803947, 7.976472], [1.240876, 1.872314, -3.424484], [-3.253999, -2.524870, 1.294816], [1.634263, 0.923640, -3.051050], [5.145784, -4.595492, -4.397025], [-0.607625, 5.386322, -2.455128], [-2.876554, -1.653336, 7.419948], [0.534883, -1.326091, 1.331662], [2.118118, 7.123191, -5.505707], [-5.211294, -2.337954, 3.198710], [-0.823292, 6.396525, -2.118308], [-2.462627, -1.680277, 8.428110], [6.882080, -4.399452, -4.187840], [6.552458, -1.868988, -4.482168], [1.466055, -1.944329, -4.232621], [3.659347, -0.629677, -1.390273], [4.777828, -2.709134, -2.178496], [-2.790766, -0.820692, 1.263195], [6.119959, -3.943370, -5.712684], [5.773222, -2.464933, -2.562473], [0.183673, -0.700910, 0.616257], [-1.811453, 0.383007, 8.430413], [1.690656, 0.257652, -3.914463], [-4.209857, -1.252563, 2.624212], [-5.444793, -1.952331, 0.197916], [-4.605148, -3.633060, 3.081892], [5.776167, -2.535132, -4.092634], [-4.083666, -1.349665, -0.759197], [-4.615483, -1.247564, 0.186832], [6.443363, -3.236904, -2.171858], [5.625519, 0.947236, -1.862007], [-6.518321, -2.141538, 2.649674], [7.257704, -0.946752, -2.322337], [-1.057889, -0.625052, 9.671470], [-4.199479, -1.949635, 5.278465], [0.340214, 7.232024, -6.731974], [-6.694668, -0.332864, 10.171178], [-2.331108, -2.686441, -2.215455], [3.585447, 1.742939, -3.273234], [5.618106, 0.342748, -3.501804], [-3.566712, -1.583599, 9.371571], [-2.063436, -2.674463, 8.614374], [-0.550573, 6.647221, -6.951902], [1.540505, -1.531497, -0.741492], [-6.236187, -2.020776, 9.787376], [-5.196870, -1.810320, 4.873099], [0.821742, -2.362567, -3.460314], [1.174626, -0.543350, -0.456341], [3.060953, 1.130377, -2.531844], [0.030305, 8.216538, -6.382884], [-4.633584, -0.436491, 9.133748], [4.828544, -2.152206, -4.482569], [-1.419013, -0.609283, 8.643728], [-1.796264, 5.871387, -4.726568], [-0.556854, 5.377511, -4.211667], [-1.445596, -2.213028, -1.791035], [-0.790382, -2.991010, -1.396242], [2.043582, 0.051771, -0.157149], [-3.636367, -1.503924, 1.308684], [0.580718, 6.467463, -4.397062], [-1.410730, 4.708118, -2.173654], [5.368631, 0.073765, -2.470541], [-5.487432, -1.174346, 11.184461], [0.320037, 0.356632, -1.845525], [3.865404, -0.161610, -2.354855], [0.001618, 0.192115, 1.057127], [3.059004, 1.719805, -1.608462], [-0.587563, -1.217734, -3.097690], [5.992432, -3.945437, -4.629435], [1.498249, 5.543396, -6.008125], [3.536364, -0.877958, -3.113849], [-5.915595, -2.434576, 5.398939], [-0.065331, 4.115684, -4.681803], [-5.061598, -0.479867, 7.764991], [0.400743, -3.290621, -3.853605], [-4.152010, 0.801974, 9.661642], [1.422569, -2.605064, -2.581207], [-5.893554, -1.068823, 10.182240], [-5.020537, -0.237622, 0.246856], [1.214616, 6.551284, -5.704662], [6.220751, -1.111769, -2.013413]], "atomic_forces_ev_per_a": [[0.002, 0.006, 0.002], [-0.016, 0.007, -0.008], [0.001, -0.006, 0.006], [-0.052, -0.049, 0.000], [-0.046, -0.003, -0.011], [0.007, 0.016, 0.006], [0.046, -0.016, -0.040], [-0.018, -0.005, 0.004], [0.044, 0.042, 0.082], [0.007, 0.022, 0.030], [-0.016, -0.026, 0.006], [0.000, 0.014, 0.007], [0.013, 0.018, 0.024], [-0.003, 0.001, -0.007], [-0.007, -0.067, 0.007], [-0.006, -0.002, 0.001], [-0.036, -0.054, -0.018], [0.021, 0.027, -0.028], [0.059, -0.061, 0.015], [0.010, 0.002, -0.001], [-0.065, 0.009, 0.042], [0.012, -0.051, -0.028], [-0.001, -0.009, 0.006], [-0.028, -0.014, -0.001], [0.024, -0.042, -0.027], [0.060, -0.066, 0.026], [-0.004, 0.000, -0.008], [-0.078, -0.026, 0.011], [-0.036, 0.043, -0.058], [0.016, -0.017, 0.030], [0.015, 0.007, 0.006], [-0.054, 0.005, 0.011], [-0.034, 0.009, -0.034], [-0.018, 0.034, -0.013], [0.014, 0.026, 0.004], [0.061, 0.001, -0.036], [0.001, 0.034, 0.002], [0.007, 0.050, 0.046], [0.001, -0.002, -0.002], [-0.005, 0.009, -0.005], [0.009, 0.014, 0.006], [-0.003, -0.006, 0.001], [0.013, -0.016, 0.003], [-0.024, 0.027, 0.017], [-0.061, -0.028, -0.016], [0.049, 0.044, 0.022], [0.004, 0.005, -0.004], [0.003, -0.009, -0.002], [-0.025, 0.000, -0.015], [0.002, -0.002, 0.005], [-0.008, 0.013, 0.029], [-0.053, -0.015, 0.003], [0.040, 0.044, -0.060], [-0.022, -0.011, -0.057], [0.002, -0.001, -0.001], [-0.020, 0.036, -0.031], [0.048, 0.077, -0.022], [0.008, -0.012, 0.009], [0.007, 0.028, 0.021], [0.011, -0.072, 0.006], [-0.001, -0.012, -0.070], [0.011, 0.041, 0.050], [0.051, -0.017, 0.001], [0.068, -0.019, 0.002], [-0.050, 0.061, -0.038], [0.008, -0.003, 0.007], [-0.016, 0.042, 0.052], [-0.004, 0.003, 0.001], [-0.100, 0.016, -0.002], [-0.048, 0.072, -0.010], [-0.041, 0.035, -0.029], [0.035, -0.043, 0.013], [0.093, -0.017, 0.035], [-0.029, -0.031, 0.004], [-0.017, -0.001, -0.002], [0.053, -0.010, 0.009], [0.007, 0.003, 0.007], [0.033, -0.022, -0.009], [0.010, -0.045, -0.031], [0.002, 0.013, -0.001], [0.008, -0.023, 0.028], [-0.005, 0.001, -0.002], [-0.018, 0.007, -0.006], [0.011, 0.000, 0.018], [0.062, -0.040, 0.040], [-0.003, 0.008, -0.031]], "mulliken_charge": [0.301, 0.378, 0.372, 0.333, -0.285, 0.395, 0.306, 0.380, -0.690, 0.313, -0.971, -0.089, 0.213, 0.269, 1.235, 0.346, 0.149, 0.366, 0.294, 0.327, 0.246, 0.135, 0.098, 0.374, -0.389, -0.379, 0.303, 0.491, -0.291, 0.327, -0.662, -0.136, 0.353, -0.971, 0.468, 0.412, -0.630, 0.429, 0.275, 0.175, -0.973, 0.373, 0.508, 0.470, 0.339, -0.307, 0.293, 0.308, 0.199, 0.311, -0.925, -1.065, -0.832, -1.156, 0.264, 1.168, 0.115, -1.033, -0.608, 1.169, -0.535, 0.346, 0.552, -0.223, -0.281, 0.380, -0.907, 0.334, -0.078, 0.713, 0.263, 0.346, -0.016, -1.421, 0.325, -0.260, 0.428, -0.590, -0.565, 0.470, -0.605, 0.211, -0.960, 0.276, -0.333, -1.057]}